No. 1
43
Properties=species:S:1:pos:R:3:forces:R:3 method="wB97M-V/def2-TZVPD" lumo_energy_ev=-0.56 orbital_gap_ev=7.16 relative_energy_kcal_mol=16.5 multiplicity=1
Sn 0.45698 -0.96823 -1.91623 0.0 0.0 1.5
O -1.12733 -1.28350 2.67583 1.2 0.4 -2.4
C 0.09503 -1.08890 3.26518 -0.5 -0.4 -0.8
C 0.07819 -1.03366 4.67387 0.3 0.5 -0.1
C 1.22435 -0.92469 5.43707 0.3 0.0 -1.5
C 2.45088 -0.80707 4.68239 0.4 -0.6 2.3
C 2.50363 -0.90118 3.33536 -2.2 -0.2 -1.9
C 1.29086 -1.00900 2.54319 1.1 -0.3 1.3
C 1.36174 -0.94545 1.07239 -0.6 1.5 -1.4
O 0.20125 -1.02016 0.40392 0.8 -0.4 0.0
N 2.48475 -0.52955 0.47933 -0.6 -0.6 0.8
N 2.21527 -0.12430 -0.79844 0.2 0.9 -2.1
C 3.02100 0.68265 -1.46868 0.9 -1.1 3.4
C 2.67175 1.55979 -2.50340 -3.3 -0.7 -1.8
C 3.63590 2.18714 -3.29626 0.3 0.0 0.9
C 3.30331 3.05161 -4.28163 1.2 1.0 -1.7
C 1.98979 3.35159 -4.52926 -1.8 0.5 0.1
C 0.98876 2.81454 -3.72668 -0.2 0.0 -0.5
C 1.21976 1.74301 -2.83754 2.1 0.9 -0.6
O 0.20011 1.01405 -2.43984 0.4 0.2 0.4
H -0.93749 -1.26577 1.62102 -0.3 0.0 2.7
H -0.91442 -0.94249 5.06785 -0.3 -0.4 0.5
H 1.15832 -0.99756 6.53740 0.3 0.4 -0.8
H 3.40749 -0.73747 5.21795 -0.5 -0.1 -0.1
H 3.38242 -0.98059 2.73069 0.7 0.4 0.2
H 4.02589 0.87324 -1.03181 -0.6 -0.3 0.0
H 4.69163 2.06669 -3.11716 0.1 -0.4 0.4
H 4.08736 3.53411 -4.89036 -0.4 -0.4 0.4
H 1.62264 4.00264 -5.35734 0.8 -0.3 0.8
H -0.00652 3.19536 -3.91956 -0.2 -0.5 0.1
C -3.27362 0.41456 0.33984 2.0 0.3 -0.4
As -3.01459 -1.19300 -0.86504 -0.9 0.3 1.5
C -4.87109 -0.92072 -1.44570 -0.2 -1.0 -0.9
C -3.45908 -2.81206 0.27556 1.0 -1.8 -1.5
H -4.04585 0.46746 1.14310 0.7 -0.5 -0.7
H -3.45372 1.22419 -0.41589 0.1 -0.6 0.8
H -2.20537 0.56799 0.70760 -1.6 0.2 0.1
H -5.47819 -1.21367 -0.59850 -0.2 0.2 0.2
H -5.18019 -1.57528 -2.28407 0.2 0.5 0.3
H -5.02169 0.13200 -1.68919 0.0 -0.2 -0.1
H -2.66048 -3.44985 0.80432 -0.8 1.6 -0.8
H -3.83792 -3.51876 -0.54068 0.3 0.8 1.0
H -4.28153 -2.63969 0.93940 -0.4 0.3 0.4

---

No. 2
41
Properties=species:S:1:pos:R:3:forces:R:3 method="wB97M-V/def2-TZVPD" lumo_energy_ev="-4.63 / -9.00" orbital_gap_ev="6.33 / 1.96" s_squared=0.77 charge=+1 multiplicity=2
Cl -0.98404 -1.44690 -3.28312 0.1 -0.2 1.4
C -0.77756 -1.68958 -1.45954 0.4 -1.3 -1.1
C -0.97246 -0.40282 -0.79652 -0.5 1.9 -0.3
Cl -0.50399 -0.51115 0.94160 -0.3 0.0 -0.3
H 0.21719 -2.09426 -1.27297 -0.1 0.0 -0.3
H -1.53691 -2.38852 -1.10886 0.1 -0.1 -0.3
H -2.01059 -0.11318 -0.95931 -0.2 0.0 0.8
H -0.42586 0.41999 -1.25727 0.5 -0.3 0.2
N -2.07564 2.03987 3.71280 0.9 -0.3 -1.0
C -2.05149 2.51646 2.44825 -1.0 1.4 2.2
C -2.24901 3.90226 2.25629 0.2 -1.1 -2.8
C -2.46397 4.85509 3.20327 0.0 -1.2 2.6
C -2.37109 4.32619 4.51730 0.3 -0.7 -0.6
C -2.14626 2.93231 4.68622 -0.2 1.9 0.0
H -2.01772 1.78717 1.65239 0.1 0.2 -0.2
H -2.29803 4.22852 1.22791 0.0 0.0 -0.3
H -2.74085 5.86305 2.93169 0.2 0.1 0.2
H -2.42693 4.86059 5.45415 -0.2 0.5 -0.2
H -2.01763 2.62909 5.71477 -0.2 -0.6 0.0
N 1.57391 -5.38756 -6.70960 -1.3 -0.1 0.5
C 1.46163 -5.21223 -5.38054 -0.2 0.4 0.0
C 0.33842 -4.67230 -4.76526 -1.6 0.6 -1.3
C -0.75209 -4.32271 -5.56446 0.7 0.6 -1.4
C -0.70814 -4.51465 -6.97674 0.8 -0.7 2.1
C 0.46494 -5.10725 -7.44908 0.3 0.4 0.4
H 2.29111 -5.41305 -4.71870 0.5 -0.3 -0.4
H 0.15922 -4.34038 -3.75327 1.0 -0.5 0.4
H -1.48507 -3.68826 -5.08843 -0.6 -0.4 -0.2
H -1.53076 -4.28034 -7.63612 0.0 0.1 0.0
H 0.52662 -5.28580 -8.51243 0.3 -0.1 -0.1
N 2.94754 3.42910 3.56328 0.0 -1.8 0.4
C 1.75785 2.94970 3.16129 1.4 3.3 0.6
C 1.44029 1.60776 3.00118 0.6 -2.2 1.2
C 2.47476 0.69328 3.31023 0.1 -0.1 -0.3
C 3.69023 1.15874 3.73462 0.4 0.0 -0.4
C 3.89014 2.55399 3.93002 -1.1 1.1 -0.8
H 1.12960 3.79373 2.91774 -0.7 -0.4 -0.5
H 0.45569 1.26929 2.71415 -0.1 0.2 -0.3
H 2.42374 -0.38055 3.20686 -0.7 0.0 -0.1
H 4.52675 0.51987 3.97644 -0.2 -0.3 0.2
H 4.77652 2.91561 4.42997 0.0 0.2 0.2

---

No. 3
49
Properties=species:S:1:pos:R:3:forces:R:3 method="wB97M-V/def2-TZVPD" lumo_energy_ev="3.27 / 3.23" orbital_gap_ev="4.80 / 4.75" s_squared=6.03 charge=-2 multiplicity=5
C -0.51890 0.77449 -3.33265 1.9 -0.1 0.3
C -1.37742 -0.34090 -3.30535 0.7 -2.9 0.0
C -0.57464 -1.52536 -3.16941 -1.9 1.9 -0.6
C -2.84456 -0.32543 -3.48440 -0.4 0.1 0.2
C 0.77600 -1.14501 -3.16165 0.0 1.6 0.4
C 0.84894 0.31728 -3.11021 -1.4 -0.9 0.0
C 2.04848 1.05421 -3.53692 0.6 0.4 -0.4
C -0.93802 2.15781 -3.62093 -0.1 0.4 0.0
C -1.09139 -2.91108 -3.12581 -0.2 -0.3 0.2
C 1.91192 -2.08245 -3.21098 0.5 -0.2 -0.1
Pd 1.10764 0.77174 -0.67437 -0.7 0.0 -0.4
Cl -3.81956 -0.03903 -0.36292 -0.3 -0.1 0.0
Cl -0.66819 2.32805 -0.62145 -0.7 0.1 -0.8
Cl 1.00464 -1.49492 -0.05130 0.2 -0.2 0.2
H -3.26084 0.64108 -3.18811 0.0 -0.2 0.0
H -3.31291 -1.05041 -2.80898 0.0 0.2 -0.1
H -3.13949 -0.54461 -4.52458 0.1 0.0 0.1
H -2.07982 -2.92286 -2.65715 0.1 -0.1 0.0
H -0.42560 -3.55110 -2.53907 -0.1 0.0 0.0
H -1.19032 -3.35354 -4.12772 0.0 0.1 0.1
H 1.93871 -2.69718 -2.29961 0.0 0.2 -0.2
H 2.85491 -1.53543 -3.28305 0.0 -0.1 0.0
H 1.84218 -2.75989 -4.07891 -0.1 0.2 0.2
H 2.92412 0.62490 -3.04686 0.2 0.2 -0.1
H 1.99097 2.10567 -3.25448 0.1 -0.1 -0.1
H 2.17530 0.98220 -4.62439 0.2 0.0 -0.1
H -1.90460 2.34658 -3.14113 0.2 0.1 -0.1
H -1.05508 2.33752 -4.70108 0.1 -0.2 0.0
H -0.21643 2.86822 -3.21169 -0.1 -0.1 -0.2
O 2.14950 2.38021 -1.03307 0.6 0.6 0.6
H 1.84753 2.97304 -0.30276 0.3 -0.6 -0.6
O -0.74174 2.20579 2.01549 1.7 -0.7 1.0
C 0.25352 1.48531 2.21263 -1.3 0.9 -0.3
O 1.28951 1.25320 1.48637 -0.6 0.1 1.1
C 0.20511 0.78687 3.57589 0.1 -0.8 0.9
C 0.89727 -0.40701 3.83141 -0.1 -0.1 0.5
C 0.88250 -0.98427 5.12249 -1.0 1.6 -0.4
C 0.14213 -0.40366 6.16580 0.1 0.0 0.0
C -0.61871 0.74016 5.88796 1.1 -0.6 -1.8
C -0.59936 1.32172 4.59409 0.0 -0.3 0.6
N -1.38876 1.35137 6.93720 -1.4 1.2 1.6
O -1.33989 0.85234 8.08112 0.0 0.7 -1.7
O -2.07096 2.36214 6.67013 1.2 -1.8 0.4
N 1.68938 -2.14534 5.39771 1.4 -2.0 0.1
O 2.34037 -2.65547 4.46394 -1.2 1.0 1.6
O 1.71736 -2.59210 6.56419 -0.1 0.7 -1.7
H 1.42147 -0.90991 3.02342 0.1 0.2 0.1
H 0.16003 -0.81985 7.17069 0.0 0.1 -0.4
H -1.24229 2.17488 4.39045 0.3 -0.1 -0.1